No. 1
A 2-piece molecular cluster, C4H13NO overall at a distorted geometry, computed with ωB97M-V/def2-TZVPD.

Geometry as XYZ:
```
19
Properties=species:S:1:pos:R:3:mulliken_charge:R:1
C 0.210 -1.471 0.770 -0.89
N -0.585 -0.630 -0.136 -0.29
C 1.536 0.026 -1.381 -1.56
C 0.099 0.381 -0.952 0.47
C 0.125 1.713 -0.223 -1.40
H 0.126 -1.084 1.780 0.24
H 1.266 -1.469 0.538 0.35
H -0.182 -2.487 0.765 0.33
H -1.221 -1.193 -0.685 0.25
H 1.811 0.553 -2.291 0.39
H 1.607 -1.044 -1.621 0.40
H 2.249 0.242 -0.579 0.37
H -0.424 0.489 -1.893 0.33
H 0.957 1.810 0.485 0.30
H -0.766 1.996 0.352 0.35
H 0.253 2.560 -0.898 0.39
H -2.393 -0.018 2.759 0.30
H -1.996 -0.001 1.305 0.34
O -2.671 -0.370 1.907 -0.67
```

Calculated values
strongest force on any atom = 1.334 eV/Å
HOMO energy = -0.327 hartree
LUMO = 0.9631 eV
structure (SMILES) = CNC(C)C.O

***

No. 2
A 2-piece molecular cluster, C4H13NO overall at a distorted geometry, computed with ωB97M-V/def2-TZVPD.

Geometry as XYZ:
```
19
Properties=species:S:1:pos:R:3:mulliken_charge:R:1
C -2.545 -1.140 -0.604 -0.70
N -1.287 -0.647 -1.233 -0.22
H -2.553 -2.226 -0.650 0.32
H -2.545 -0.811 0.428 0.28
H -3.397 -0.744 -1.136 0.37
H -1.108 -1.122 -2.117 0.40
H -0.513 -0.725 -0.557 0.00
H -1.343 0.357 -1.421 0.41
C 0.165 0.589 0.994 0.10
O 0.254 1.054 2.196 -0.76
C 1.490 0.094 0.358 -0.17
C 2.596 1.110 0.575 -1.23
H -0.331 1.331 0.257 0.01
H -0.561 -0.334 0.945 -0.20
H 1.352 -0.034 -0.729 0.18
H 1.731 -0.880 0.790 0.28
H 3.587 0.691 0.382 0.36
H 2.549 1.468 1.606 0.29
H 2.456 1.966 -0.085 0.30
```

Calculated values
strongest force on any atom = 1.148 eV/Å
HOMO energy = -0.235 hartree
LUMO = -0.4097 eV

***

No. 3
A 3-piece molecular cluster, C4H13NO2 overall at a distorted geometry, computed with ωB97M-V/def2-TZVPD.

Geometry as XYZ:
```
20
Properties=species:S:1:pos:R:3:mulliken_charge:R:1
C 1.211 1.232 1.243 -1.02
C -0.285 0.885 1.505 0.06
C -0.635 -0.384 1.458 -0.46
N -1.876 -1.137 1.639 -0.25
C -1.864 -2.543 1.172 -0.90
H 1.487 0.426 0.547 0.06
H 1.259 2.238 0.794 0.60
H 1.703 1.119 2.224 0.24
H -1.045 1.585 1.854 0.26
H 0.244 -0.997 1.294 0.07
H -2.719 -0.697 1.527 0.21
H -2.544 -3.237 1.629 0.34
H -2.053 -2.716 0.107 0.31
H -0.848 -2.937 1.112 0.30
H 1.857 -0.987 -3.198 0.51
H 1.998 0.267 -2.116 0.47
O 1.593 -0.648 -2.279 -1.33
H 1.558 3.056 -3.586 0.74
H 0.119 3.046 -3.565 0.60
O 0.838 2.429 -3.361 -1.81
```

Calculated values
strongest force on any atom = 4.299 eV/Å
multiplicity = 2
HOMO energy (alpha / beta) = 0.036 / -0.195 hartree
total charge = -1
LUMO (alpha / beta) = 3.2684 / 3.1985 eV

***

No. 4
A 2-piece molecular cluster, C4H13NO2 overall at a distorted geometry, computed with ωB97M-V/def2-TZVPD.

Geometry as XYZ:
```
20
Properties=species:S:1:pos:R:3:mulliken_charge:R:1
C 0.718 0.216 -3.437 -1.45
C -0.144 0.719 -2.244 0.15
C -0.560 -0.509 -1.431 -0.68
C -1.450 -0.056 -0.227 -2.46
O -0.673 -0.196 0.919 0.64
N 0.736 1.550 -1.400 -0.89
H 1.751 0.216 -3.086 0.39
H 0.644 0.753 -4.382 0.42
H 0.457 -0.816 -3.677 0.29
H -0.979 1.272 -2.683 0.39
H -1.241 -1.107 -2.043 0.46
H 0.297 -1.034 -1.022 0.26
H -1.865 0.918 -0.498 0.68
H -2.282 -0.710 -0.114 0.49
H -1.058 0.245 1.699 -0.15
H 0.356 1.681 -0.460 0.32
H 0.645 2.479 -1.727 0.32
H 1.206 -2.386 6.820 0.47
H 1.546 -0.929 6.998 0.50
O 1.231 -1.553 6.328 -1.15
```

Calculated values
strongest force on any atom = 2.535 eV/Å
multiplicity = 2
HOMO energy (alpha / beta) = 0.049 / -0.233 hartree
total charge = -1
LUMO (alpha / beta) = 3.3320 / 3.6551 eV

***

No. 5
A 3-piece molecular cluster, C4H13NO2 overall at a distorted geometry, computed with ωB97M-V/def2-TZVPD.

Geometry as XYZ:
```
20
Properties=species:S:1:pos:R:3:mulliken_charge:R:1
N 1.646 0.114 0.822 -0.51
C 1.108 -0.816 -0.241 0.42
C -0.153 -1.416 0.367 -0.60
C -0.622 -0.438 1.439 -0.22
C 0.674 0.164 1.956 -0.62
H 1.706 1.016 0.351 0.29
H 0.877 -0.217 -1.115 -0.67
H 1.892 -1.558 -0.373 0.36
H -0.930 -1.856 -0.253 0.38
H 0.198 -2.281 0.947 0.27
H -1.245 0.366 1.044 -0.07
H -1.225 -0.868 2.244 0.39
H 0.696 1.168 2.382 0.37
H 1.189 -0.404 2.740 0.23
H -2.154 2.440 -1.372 0.30
H -2.283 1.009 -0.635 0.32
O -1.941 1.519 -1.362 -0.65
H 0.969 0.417 -2.934 0.29
H -0.513 0.977 -2.663 0.37
O 0.111 0.666 -3.342 -0.65
```

Calculated values
strongest force on any atom = 1.888 eV/Å
HOMO energy = -0.326 hartree
LUMO = 0.4999 eV
structure (SMILES) = C1CCNC1.O.O

***

No. 6
A 2-piece molecular cluster, C4H13NO2 overall at a distorted geometry, computed with ωB97M-V/def2-TZVPD.

Geometry as XYZ:
```
20
Properties=species:S:1:pos:R:3:mulliken_charge:R:1
C 0.633 -0.424 0.961 -0.46
C 1.097 0.868 1.757 0.01
C 0.029 0.893 2.804 -1.28
O 1.002 1.886 0.795 -0.60
C 1.216 -0.418 -0.454 -0.66
N 0.255 0.498 -1.226 -0.54
H 1.031 -1.508 1.360 0.25
H -0.453 -0.556 0.950 0.26
H 2.154 0.823 2.056 0.36
H -0.920 0.834 2.261 0.42
H 0.132 1.739 3.530 0.32
H 0.222 -0.007 3.478 0.31
H 0.065 2.066 0.859 0.45
H 2.260 -0.215 -0.498 0.27
H 1.087 -1.390 -0.821 0.49
H 0.230 0.393 -2.188 0.20
H 0.459 1.487 -1.108 0.20
H -4.242 -2.232 -4.738 0.31
H -2.766 -2.351 -4.536 0.33
O -3.492 -2.387 -5.242 -0.63
```

Calculated values
strongest force on any atom = 4.460 eV/Å
HOMO energy = -0.338 hartree
LUMO = 0.7658 eV
structure (SMILES) = C[C@H](O)CCN.O

***

Q: Number 3 is which compound?
A: C4H13NO2

***

Q: Which value of strongest force on any atom does entry 3 give?
A: 4.299 eV/Å

***

Q: Among the records above, which one has the highest strongest force on any atom?
A: number 6

***

Q: The highest strongest force on any atom belongs to which entry?
A: number 6